a) DFT (the ωB97M-V functional and the def2-TZVPD basis) results for one molecule with the formula C5H2O.

The geometry in XYZ format:
```
8
C5H2O | OMol25 | the ωB97M-V functional and the def2-TZVPD basis
C -2.03324 -1.31431 -0.00335
C -0.64679 -0.81302 -0.00447
C 1.73869 0.29060 -0.00176
C -1.87639 -0.01636 0.00685
C 0.41404 -0.17697 0.00120
O 2.73393 -0.38992 0.00264
H 1.78217 1.39873 -0.01620
H -2.11241 1.02125 0.01509
```

Multiplicity: 1
Highest occupied orbital energy (eV): -9.91

b) DFT (the ωB97M-V functional and the def2-TZVPD basis) results for one molecule with the formula C5H2O.

The geometry in XYZ format:
```
8
C5H2O | OMol25 | the ωB97M-V functional and the def2-TZVPD basis
C -0.28968 0.98435 0.53957
C -1.33819 1.33649 1.17125
C 0.95582 0.39768 0.16275
C 0.56428 -0.66008 -0.54813
C -0.92201 -0.39900 -0.30875
O -2.01510 -0.84484 -0.44825
H 2.01249 0.76395 0.44697
H 1.03239 -1.57856 -1.01542
```

Multiplicity: 1
Highest occupied orbital energy (eV): -9.86

Stability check: which of them is most stable? b).